[1]
Below is a 2-piece molecular cluster, C6H16NOS overall, with properties calculated with wB97M-V/def2-TZVPD.

Structure (ORCA input):
```
! RIJCOSX wB97M-V def2-TZVPD def2/J DEFGRID3
* xyz 1 1
C 1.2511 0.0399 -1.6197
C 2.2374 -1.0122 -2.1385
C 2.5328 -2.1067 -1.1263
S 1.1010 -3.2437 -0.9531
H 0.7958 -0.2458 -0.6757
H 0.4360 0.1922 -2.3160
H 1.7275 1.0019 -1.4969
H 3.1762 -0.5668 -2.4450
H 1.8277 -1.4770 -3.0310
H 3.3327 -2.7555 -1.4667
H 2.7137 -1.7390 -0.1234
H 0.1483 -2.3482 -0.6327
H 0.7779 -3.3728 -2.2510
C -2.4846 0.2999 0.9431
C -1.5408 1.4378 0.6255
O -1.0969 1.6157 -0.5017
N -1.2141 2.2747 1.6381
C -1.6568 2.2364 3.0226
H -2.6581 -0.2677 0.0334
H -2.0594 -0.3576 1.7037
H -3.4407 0.6786 1.3027
H -0.5981 3.0227 1.3578
H -2.1877 3.1551 3.2712
H -0.7988 2.1410 3.6888
H -2.3221 1.3972 3.1906
*
```



[2]
Below is one molecule with the formula C6H16NPS in a non-equilibrium geometry, with properties calculated with wB97M-V/def2-TZVPD.

Structure (ORCA input):
```
! RIJCOSX wB97M-V def2-TZVPD def2/J DEFGRID3
* xyz 0 1
C -0.2343 -0.0626 -2.6842
C -0.1098 -0.6513 -1.3173
C 1.3309 -0.9373 -0.9017
C -1.0329 -1.8563 -0.9955
N -0.4801 0.4622 -0.3416
P -0.2266 0.2332 1.6332
C -1.1306 1.6902 2.1246
C 1.4960 0.9018 2.0304
S -0.5294 -1.4799 2.4969
H 0.8302 -0.1575 -3.1415
H -0.9637 -0.5421 -3.3220
H -0.3627 1.0724 -2.5955
H 1.3445 -0.9264 0.1405
H 1.8223 -0.0045 -1.2577
H 1.8532 -1.7102 -1.3214
H -1.8684 -1.8181 -1.6917
H -0.3820 -2.6944 -1.1815
H -1.4431 -1.8158 0.0650
H -1.4293 0.8267 -0.4761
H -2.1600 1.6211 1.8015
H -0.9074 1.8225 3.1632
H -0.7252 2.5165 1.7031
H 1.6624 1.6972 1.1899
H 1.2934 1.5072 2.8672
H 2.3526 0.3055 2.0122
*
```

## Properties
Structure (SMILES): CC(C)(C)NP(C)(C)=S



[3]
Below is a 2-piece molecular cluster, C6H16NS overall in a non-equilibrium geometry, with properties calculated with wB97M-V/def2-TZVPD.

Structure (ORCA input):
```
! RIJCOSX wB97M-V def2-TZVPD def2/J DEFGRID3
* xyz -1 1
C -2.8527 1.0963 -0.7577
C -2.6425 -0.1340 -1.6292
C -2.1091 -1.3815 -0.8953
S -0.3826 -1.1228 -0.4052
H -3.6401 0.9423 -0.0161
H -3.0713 2.0001 -1.3296
H -1.9306 1.2777 -0.1973
H -3.6119 -0.3456 -2.1255
H -1.9903 0.0311 -2.4893
H -2.1796 -2.2109 -1.6072
H -2.8150 -1.6210 -0.0876
C 3.3140 -0.5350 0.1331
C 2.4795 0.0825 1.2528
N 1.7057 1.2101 0.7316
C 0.8317 1.6895 1.7998
H 3.9367 -1.3625 0.4755
H 3.9353 0.2296 -0.3376
H 2.6115 -0.9180 -0.6114
H 3.1392 0.4509 2.0491
H 1.8447 -0.7125 1.6675
H 1.0705 0.7999 0.0275
H 0.1301 2.4252 1.4004
H 0.2516 0.9350 2.3426
H 1.4456 2.1998 2.5537
*
```



[4]
Below is a 2-piece molecular cluster, C6H16NS overall in a non-equilibrium geometry, with properties calculated with wB97M-V/def2-TZVPD.

Structure (ORCA input):
```
! RIJCOSX wB97M-V def2-TZVPD def2/J DEFGRID3
* xyz 1 1
C 0.8890 -1.6434 -1.1746
C 1.1062 -1.4125 1.2838
C 1.3398 2.1325 0.3690
C -1.0522 1.8258 0.4323
C -2.1865 -1.3195 -1.3752
C 0.1891 -1.3831 0.1182
N 0.1768 1.3697 0.9570
S -1.4598 -1.2006 0.2907
H 0.4974 -1.4252 -2.0771
H 1.9045 -1.0882 -1.2282
H 1.0597 -2.7064 -1.1916
H 1.5635 -2.4015 1.4290
H 0.5222 -1.0924 2.2154
H 1.9646 -0.6765 1.1792
H 1.1205 3.2451 0.4899
H 2.1137 2.1044 1.1190
H 1.5490 1.7763 -0.6068
H -1.9219 1.2628 0.7722
H -1.3227 2.8529 0.6437
H -0.9508 1.7327 -0.6025
H -1.9441 -0.3205 -1.7368
H -3.2735 -1.1477 -1.2782
H -1.9806 -2.2017 -1.9276
H 0.0960 1.7169 1.8993
*
```



Number 1: total energy -766.11174 hartree. Number 2: total energy -1032.46648 hartree. Number 3: total energy -691.16692 hartree. Number 4: total energy -690.81542 hartree.